The following is a DFT calculation (the ωB97M-V functional and the def2-TZVPD basis) of a cluster of 14 separate species, C14H56N28O14 in total.

The geometry in XYZ format:
```
112
Properties=species:S:1:pos:R:3
C -26.4973 15.2374 -17.7443
O -25.4862 15.1204 -17.0824
N -27.5634 15.9264 -17.5054
N -26.7366 14.5624 -18.8005
H -28.3467 15.9516 -18.1426
H -27.3736 16.7556 -16.9609
H -27.6476 14.5511 -19.2362
H -25.9695 13.9086 -18.8659
C -27.3315 11.2420 -21.1502
O -27.3029 10.2413 -20.4777
N -27.1064 11.3362 -22.4034
N -27.6283 12.5038 -20.7056
H -27.2224 12.2282 -22.8626
H -26.9736 10.4882 -22.9358
H -28.2417 12.7469 -19.9409
H -27.2967 13.2414 -21.3107
C -24.1035 8.0057 -21.6881
O -24.7964 7.3517 -20.9983
N -24.2371 9.2619 -21.6817
N -23.0655 7.5919 -22.4050
H -25.1044 9.3377 -21.1696
H -24.0910 9.6756 -22.5914
H -22.4009 8.3413 -22.5348
H -22.8102 6.6526 -22.1357
C -25.6886 9.0360 -16.4444
O -24.9625 10.0224 -16.3089
N -26.6960 8.8953 -17.1701
N -25.5815 8.0443 -15.7319
H -26.8738 9.6617 -17.8034
H -27.4146 8.2251 -16.9366
H -26.2678 7.3070 -15.8068
H -25.0350 8.1814 -14.8937
C -27.5460 15.5948 -22.4588
O -27.1095 14.5480 -22.3663
N -28.7741 15.8624 -22.3597
N -26.8668 16.6978 -22.6254
H -29.1098 16.8149 -22.3548
H -29.2951 15.0005 -22.4367
H -25.8573 16.7183 -22.6485
H -27.5405 17.4501 -22.6449
C -23.2644 15.4000 -21.7544
O -23.2474 16.3516 -22.4591
N -22.2465 14.9990 -21.0304
N -24.2680 14.5466 -21.5401
H -22.2976 14.2347 -20.3721
H -21.5404 15.7190 -21.0856
H -25.1512 14.7975 -21.9609
H -24.0407 13.8175 -20.8791
C -30.9048 13.2155 -24.3405
O -31.8634 13.3250 -23.6318
N -30.9929 13.8737 -25.4592
N -29.8907 12.3659 -24.2869
H -30.2265 13.9010 -26.1165
H -31.8824 14.2917 -25.6920
H -29.7504 11.6873 -23.5521
H -29.1418 12.8519 -24.7592
C -28.8395 8.8138 -26.9200
O -27.9845 8.9105 -27.7393
N -28.7560 9.1289 -25.6763
N -29.9948 8.2681 -27.0665
H -27.7870 9.1757 -25.3955
H -29.3338 8.5509 -25.0828
H -30.0164 7.7165 -27.9123
H -30.6148 8.4154 -26.2829
C -25.5284 9.2428 -24.7010
O -26.2144 8.8442 -23.7703
N -25.4549 10.3901 -25.1665
N -24.6499 8.4975 -25.3767
H -25.1524 10.4877 -26.1252
H -25.8981 11.2278 -24.8174
H -24.4463 8.6040 -26.3602
H -24.6344 7.5897 -24.9343
C -31.6336 9.6881 -20.6668
O -32.6525 9.1142 -20.8390
N -30.5130 9.4285 -21.1313
N -31.4696 10.7771 -19.9935
H -30.3103 8.6996 -21.8004
H -29.7147 9.8180 -20.6504
H -32.2378 10.9597 -19.3638
H -30.5987 11.2746 -19.8744
C -31.0529 15.8414 -19.5230
O -30.1782 16.5291 -18.9572
N -32.1888 16.3539 -19.8738
N -31.3140 14.5480 -19.4810
H -32.3608 17.3460 -19.7949
H -32.9330 15.7262 -20.1427
H -30.6980 13.8640 -19.0653
H -31.8431 14.1965 -20.2662
C -29.3279 11.8641 -17.7245
O -29.4418 12.3853 -18.8186
N -29.5794 10.5971 -17.4530
N -28.9662 12.5248 -16.6045
H -29.8017 10.0498 -18.2723
H -29.4751 10.2032 -16.5288
H -28.8022 11.8890 -15.8371
H -28.9084 13.5330 -16.5878
C -27.7372 12.8787 -26.7461
O -27.5318 13.0049 -25.5955
N -28.2221 11.8311 -27.4083
N -27.3649 13.8739 -27.6027
H -28.1875 11.6753 -28.4056
H -28.4999 11.1224 -26.7445
H -26.7187 14.4919 -27.1330
H -27.8412 14.1360 -28.4539
C -27.5465 6.2070 -18.7565
O -28.0091 5.2953 -18.1023
N -26.2781 6.3263 -18.9672
N -28.1705 7.1435 -19.2582
H -25.8776 6.9727 -19.6320
H -25.7024 5.7507 -18.3695
H -29.0889 7.3714 -18.9051
H -27.6168 7.4284 -20.0534
```

Summary:
Net charge   +1
Maximum force   11.7 eV/Å
HOMO energy (alpha / beta)   -10.94 / -10.94 eV
Lowest unoccupied orbital energy (alpha / beta)   -2.2 / -8.0 eV
2S+1   2
ΔE to the lowest compared entry with this formula, charge and spin   782.6 kJ/mol
Orbital gap (alpha / beta)   8.73 / 2.93 eV
Expectation value of S²   0.76


The following is a DFT calculation (the ωB97M-V functional and the def2-TZVPD basis) of a cluster of 14 separate species, C14H56O14 in total.

The geometry in XYZ format:
```
84
Properties=species:S:1:pos:R:3
C -1.6481 -2.4929 6.0229
O -1.5538 -1.9601 4.7323
H -1.0726 -3.4390 6.0778
H -1.3801 -1.7594 6.7621
H -2.7157 -2.6913 6.2932
H -0.6654 -2.1504 4.3669
C -3.6365 -2.4610 1.4665
O -2.9201 -1.3532 2.1255
H -4.6863 -2.2411 1.4063
H -3.1948 -2.7247 0.4860
H -3.5331 -3.3647 2.1189
H -2.6369 -1.7476 3.0098
C -3.7566 1.1988 -0.8732
O -2.9087 2.2678 -0.5041
H -3.5982 0.3125 -0.2996
H -4.8173 1.4645 -0.6607
H -3.7324 1.0770 -1.9830
H -2.6288 2.2010 0.4071
C 4.1060 2.1103 1.8730
O 2.8076 2.5111 1.8223
H 4.4525 1.6359 2.7841
H 4.2247 1.3300 1.0951
H 4.8060 2.9146 1.5044
H 2.1618 1.8477 2.1180
C 3.0872 -4.4380 -1.7004
O 1.9579 -3.9022 -1.0181
H 2.7919 -5.1583 -2.4526
H 3.6349 -3.5884 -2.1433
H 3.7281 -4.9137 -0.9216
H 1.1960 -3.7728 -1.6153
C -1.7816 2.9008 2.8556
O -2.2277 1.8392 1.9903
H -0.9959 3.3952 2.2719
H -2.5861 3.6013 3.0394
H -1.3144 2.5733 3.8121
H -1.7950 0.9956 2.1331
C 2.6434 -1.6047 1.5914
O 1.4969 -2.2050 1.1221
H 3.4382 -2.2842 1.7392
H 3.0025 -0.9168 0.8754
H 2.4164 -1.1034 2.5115
H 1.7929 -2.7556 0.3766
C -2.2022 4.9578 -2.5531
O -2.0119 3.5648 -2.6620
H -1.2992 5.4813 -2.7343
H -3.0708 5.2704 -3.1430
H -2.4241 5.1646 -1.4551
H -2.3473 3.1153 -1.8451
C -1.1091 -2.0026 -2.5945
O 0.1468 -2.3780 -1.9824
H -1.3863 -0.9613 -2.4109
H -1.1641 -2.1452 -3.7064
H -1.8194 -2.6352 -2.0894
H 0.7442 -1.6648 -2.2576
C 2.8979 0.2635 -2.9817
O 1.5864 -0.2794 -3.1805
H 2.9316 1.2461 -3.4317
H 3.1778 0.2952 -1.8958
H 3.6129 -0.3216 -3.6114
H 0.9824 0.4371 -3.3661
C 0.2494 1.0447 -0.2609
O 0.4738 0.9110 1.1807
H -0.7351 1.4677 -0.4113
H 1.0664 1.7019 -0.5883
H 0.4537 0.0919 -0.7667
H 0.3936 -0.0079 1.3372
C -0.3379 -4.4358 3.1545
O 0.2891 -3.1594 3.3499
H -1.3395 -4.3747 2.7502
H 0.2569 -5.0797 2.5059
H -0.4102 -4.9273 4.1520
H 0.5934 -2.7370 2.5375
C -1.2020 1.1314 -4.8846
O -0.3640 1.6870 -3.8905
H -2.0944 0.7503 -4.3738
H -1.4792 1.8453 -5.6996
H -0.6973 0.3088 -5.4160
H -0.8515 2.4152 -3.4171
C 2.6423 4.0060 -1.9315
O 3.5424 3.2215 -1.1314
H 2.9046 3.9298 -3.0376
H 1.7036 3.4537 -2.0245
H 2.6224 5.0221 -1.5573
H 3.1153 3.1778 -0.2947
```

Summary:
Maximum force   3.2 eV/Å
HOMO energy   -9.94 eV
Lowest unoccupied orbital energy   0.7 eV
ΔE to the lowest compared entry with this formula, charge and spin   71.0 kJ/mol
Orbital gap   10.65 eV


The following is a DFT calculation (the ωB97M-V functional and the def2-TZVPD basis) of a cluster of 17 separate species, C14H57ClIN3O22P3 in total.

The geometry in XYZ format:
```
101
Properties=species:S:1:pos:R:3
N 1.1507 -1.3518 2.8825
P 1.5650 -0.5730 1.5470
C 0.2040 0.4077 0.7374
C -0.7564 1.0545 1.7004
C -2.0255 1.4248 1.2964
C -2.8239 2.0022 2.2605
C -2.3321 2.1659 3.5129
N -1.1136 1.8622 3.9571
C -0.3696 1.3059 2.9992
O 0.9314 1.3079 -0.0645
P 1.0567 0.8601 -1.7706
C -0.5087 1.9231 -2.0631
C -0.5009 3.1961 -1.2308
O -1.2272 4.2402 -1.9462
C 1.1905 0.1572 -3.5726
C -0.0953 -0.1566 -4.2544
O -0.7847 -1.1286 -4.0662
I -0.8697 1.1694 -5.8646
P 3.1653 -0.0040 -1.5154
O 3.9720 0.3493 -2.9000
Cl 4.1555 1.2814 -0.1259
O 0.2539 -0.6135 -1.4019
C -0.5221 -0.5791 -0.2255
C -0.8700 -1.9663 0.3340
C -2.3864 -2.1507 0.3530
O -2.9197 -2.3540 -0.9534
C -2.8375 -3.2647 1.2772
N -4.2991 -3.2710 1.4888
H 1.3396 -2.3406 2.7503
H 2.5102 0.3801 1.9018
H 2.0994 -1.4769 0.6137
H -2.3736 1.2941 0.2903
H -3.8237 2.3228 2.0261
H -2.9960 2.6033 4.2476
H 0.6363 1.0416 3.2819
H 1.7732 2.0714 -2.0783
H -0.4315 2.2743 -3.0872
H -1.4680 1.3976 -1.9931
H -0.9887 3.0639 -0.2738
H 0.5006 3.5931 -1.1403
H -2.0231 3.8528 -2.3199
H 1.7003 -0.7888 -3.4981
H 1.7256 0.8693 -4.1876
H 3.7015 1.2172 -3.2449
H -1.4701 -0.2132 -0.6197
H -0.4894 -2.7145 -0.3569
H -0.5399 -2.1237 1.3554
H -2.8329 -1.2312 0.7492
H -3.3289 -1.5371 -1.2380
H -2.3720 -3.1407 2.2535
H -2.5369 -4.2279 0.8693
H -4.6967 -3.6005 0.6153
H -4.5992 -2.3036 1.5618
O 1.6038 -1.3192 -7.6063
H 1.2485 -1.4744 -6.7242
H 1.0493 -1.8527 -8.1824
O -4.1795 -4.0838 4.6218
H -4.0433 -3.6217 3.7826
H -4.4599 -3.3969 5.2320
O 1.2137 3.7968 -3.7419
H 1.8986 4.3967 -4.0526
H 0.7157 4.3252 -3.1053
O -3.7217 1.6633 6.4725
H -4.0489 0.7610 6.4163
H -2.8209 1.6073 6.1303
O -3.1290 4.1594 -0.1730
H -2.3651 4.6938 -0.4449
H -3.6077 4.7185 0.4461
O 2.7726 1.9701 3.6015
H 3.4543 1.9192 2.9186
H 3.2597 1.8562 4.4244
O 3.0494 4.3608 -1.0549
H 3.4974 3.7823 -0.4236
H 3.0073 5.2141 -0.6121
O 2.9235 -1.6931 -5.1929
H 3.5903 -1.7441 -5.8848
H 3.4242 -1.7773 -4.3734
O 0.5953 -2.1996 6.0093
H 0.8034 -1.8352 5.1368
H 0.3692 -1.4284 6.5350
O 4.3273 4.3496 3.4605
H 4.3157 4.7177 4.3498
H 3.4259 4.0274 3.3297
O 0.6474 -4.0442 -3.9075
H 0.2032 -3.1898 -3.9703
H 1.0899 -4.0199 -3.0552
O 0.3517 -5.3927 -6.4056
H 0.3589 -4.9748 -5.5275
H -0.5559 -5.6847 -6.5227
O -2.9242 -5.9394 -0.2965
H -2.3991 -6.3533 -0.9920
H -3.6956 -6.5072 -0.2124
O -0.3166 -7.1683 -0.5944
H 0.1675 -7.7485 -0.0005
H -0.3518 -6.3272 -0.1258
O -0.5051 4.6818 2.3755
H 0.2758 4.1579 2.5788
H -1.2207 4.0354 2.3742
O 7.1647 3.3278 3.8573
H 6.3757 3.8818 3.7970
H 7.7468 3.7946 4.4632
```

Summary:
Net charge   -1
Maximum force   2.6 eV/Å
HOMO energy   -5.00 eV
Lowest unoccupied orbital energy   1.7 eV
Orbital gap   6.73 eV


| no. | E (eV) |
| --- | --- |
| 1 | -85809.4127 |
| 2 | -44085.8517 |
| 3 | -113449.5140 |